# 1
38
Properties=species:S:1:pos:R:3 method="wB97M-V/def2-TZVPD" multiplicity=3 total_charge=-1 gap_ev="6.3385 / 9.8830" s2=2.034
O 6.17 -10.75 25.71
V 6.30 -9.36 24.97
N 6.69 -8.01 26.44
S 7.64 -6.57 26.38
O 8.91 -6.52 27.08
O 6.90 -5.35 26.25
F 8.19 -6.63 24.90
S 6.17 -7.67 27.78
O 5.00 -6.82 27.87
O 6.98 -7.95 28.98
F 5.29 -8.96 27.89
N 6.53 -8.54 23.12
S 5.71 -7.23 22.47
O 4.52 -7.59 21.72
O 6.43 -6.02 22.16
F 4.97 -6.93 23.89
S 7.37 -8.74 21.87
O 8.65 -8.07 21.77
O 6.76 -9.16 20.62
F 7.89 -10.23 22.28
C 1.46 -8.48 24.94
C 2.89 -8.88 24.87
N 4.01 -9.17 24.87
H 0.95 -9.37 24.55
H 1.30 -7.63 24.28
H 1.35 -8.35 26.01
C 4.94 -12.05 30.07
C 4.79 -12.36 28.64
N 4.63 -12.58 27.51
H 4.98 -12.92 30.72
H 4.21 -11.28 30.33
H 5.96 -11.69 30.19
C 11.28 -10.15 24.82
C 9.85 -9.99 24.88
N 8.67 -9.85 24.98
H 11.76 -9.21 25.11
H 11.46 -10.40 23.77
H 11.67 -11.02 25.33

# 2
62
Properties=species:S:1:pos:R:3 method="wB97M-V/def2-TZVPD" multiplicity=1 total_charge=-1 gap_ev=9.1380 e_above_lowest_ev=0.516
Cl -1.25 1.57 1.66
O -1.70 0.22 1.40
O -1.78 2.04 2.92
O 0.20 1.64 1.75
O -1.70 2.42 0.58
O 1.58 3.82 0.20
H 0.86 3.26 0.51
H 1.52 4.61 0.75
O 1.11 0.19 -1.18
H 0.69 -0.63 -0.86
H 0.70 0.88 -0.65
C 0.98 -4.13 -0.63
C -0.28 -3.35 -0.29
C -1.25 -4.20 0.50
O -1.89 -5.22 -0.25
C -2.90 -4.74 -1.11
N 0.07 -2.09 0.39
H 1.34 -4.62 0.29
H 1.78 -3.60 -1.13
H 0.71 -5.00 -1.25
H -0.74 -3.04 -1.23
H -1.99 -3.55 1.00
H -0.73 -4.74 1.30
H -2.51 -4.02 -1.83
H -3.73 -4.30 -0.53
H -3.27 -5.60 -1.67
H 0.29 -2.31 1.37
H -0.78 -1.53 0.51
C -0.48 5.50 -3.45
C -1.52 4.39 -3.51
C -1.79 3.93 -4.93
O -2.87 3.02 -4.93
C -3.55 3.00 -6.14
N -1.10 3.27 -2.68
H 0.45 5.15 -3.88
H -0.34 5.85 -2.43
H -0.80 6.36 -4.07
H -2.49 4.78 -3.15
H -0.90 3.43 -5.34
H -2.00 4.79 -5.58
H -4.33 2.23 -6.06
H -2.90 2.75 -6.99
H -4.06 3.96 -6.33
H -1.62 2.43 -2.91
H -1.33 3.48 -1.71
C 4.03 -2.64 4.42
C 2.55 -2.47 4.19
C 2.02 -1.15 4.69
O 2.64 -0.12 3.97
C 2.37 1.15 4.50
N 2.12 -2.65 2.78
H 4.34 -3.57 3.93
H 4.28 -2.73 5.48
H 4.60 -1.83 3.96
H 1.98 -3.22 4.76
H 2.30 -1.03 5.75
H 0.93 -1.12 4.63
H 2.63 1.18 5.58
H 1.34 1.45 4.31
H 3.04 1.85 4.00
H 2.52 -3.50 2.38
H 2.56 -1.90 2.25

# 3
19
Properties=species:S:1:pos:R:3 method="wB97M-V/def2-TZVPD" multiplicity=1 smiles="C=O.O.O.O.O.O" gap_ev=10.8163 e_above_lowest_ev=1.724
C -0.74 1.75 -1.06
O -1.89 1.42 -0.99
H -0.31 1.81 -2.11
H -0.30 2.15 -0.19
O 1.09 1.08 2.43
H 1.50 0.29 2.76
H 2.04 1.44 2.32
O -0.50 -2.40 -0.26
H -0.82 -3.07 0.42
H -1.10 -1.65 -0.23
O 1.80 0.65 -1.89
H 1.51 -0.05 -2.37
H 2.15 1.35 -2.35
O -2.14 -0.60 0.73
H -1.71 -0.58 1.62
H -2.06 0.24 0.35
O 1.68 -1.31 0.71
H 2.07 -1.13 -0.14
H 1.10 -2.04 0.46

# 4
91
Properties=species:S:1:pos:R:3 method="wB97M-V/def2-TZVPD" multiplicity=5 total_charge=+1 gap_ev="6.8639 / 6.7867" e_above_lowest_ev=0.000 s2=6.014
Fe -0.54 0.42 -1.14
C 0.76 -0.23 2.18
P -0.74 0.13 1.20
C -1.54 1.40 2.25
C -1.86 -1.29 1.54
C -1.86 -1.92 2.78
C -2.73 -2.96 3.05
C -3.62 -3.39 2.07
C -3.64 -2.76 0.84
C -2.76 -1.72 0.55
P -2.80 -0.85 -1.09
C -2.99 -2.16 -2.39
C -4.58 -0.37 -1.03
H 0.56 -0.26 3.25
H 1.48 0.57 1.99
H 1.20 -1.18 1.86
H -1.58 1.06 3.28
H -2.55 1.59 1.89
H -0.98 2.34 2.18
H -1.18 -1.60 3.56
H -2.71 -3.44 4.02
H -4.30 -4.20 2.27
H -4.36 -3.09 0.10
H -3.65 -2.97 -2.08
H -2.03 -2.56 -2.70
H -3.43 -1.66 -3.25
H -5.18 -1.26 -0.86
H -4.87 0.07 -1.98
H -4.75 0.34 -0.22
N 2.61 4.83 4.29
C 2.05 4.67 3.04
C 1.13 5.60 2.54
C 0.53 5.41 1.31
C 0.84 4.29 0.57
C 1.74 3.35 1.05
C 2.35 3.53 2.27
S 0.15 4.04 -1.05
O -0.69 5.15 -1.39
O 1.23 3.76 -1.95
N -0.70 2.62 -0.96
C -2.02 2.82 -0.63
N -2.93 2.06 -1.28
C -4.20 2.41 -1.15
C -4.63 3.44 -0.33
C -3.64 4.03 0.44
N -2.36 3.73 0.30
H 2.57 5.74 4.70
H 3.42 4.28 4.51
H 0.91 6.48 3.13
H -0.17 6.13 0.91
H 1.96 2.48 0.44
H 3.07 2.82 2.64
H -4.92 1.86 -1.75
H -5.67 3.72 -0.26
H -3.87 4.77 1.21
S 4.69 3.67 -1.81
C 6.30 4.16 -1.49
C 7.11 3.12 -1.18
C 6.42 1.89 -1.20
C 5.09 2.01 -1.53
C 4.14 0.90 -1.59
C 2.72 1.06 -1.66
N 1.85 0.05 -1.54
C 2.34 -1.21 -1.43
C 3.73 -1.46 -1.49
C 4.22 -2.80 -1.48
C 3.37 -3.85 -1.42
C 1.97 -3.63 -1.31
C 1.09 -4.71 -1.23
C -0.26 -4.49 -1.05
C -0.66 -3.15 -0.95
N 0.12 -2.09 -1.09
C 1.44 -2.32 -1.28
C -1.24 -5.58 -1.01
C -2.60 -5.49 -0.99
C -3.25 -6.75 -1.07
C -2.36 -7.78 -1.16
S -0.74 -7.24 -1.14
C 4.61 -0.39 -1.55
H 6.56 5.21 -1.55
H 8.16 3.22 -0.94
H 6.90 0.95 -0.96
H 2.30 2.04 -1.84
H 5.29 -2.96 -1.54
H 3.74 -4.87 -1.44
H 1.48 -5.72 -1.30
H -1.70 -2.95 -0.74
H -3.14 -4.56 -0.89
H -4.32 -6.88 -1.09
H -2.57 -8.83 -1.23
H 5.67 -0.59 -1.58

# 5
49
Properties=species:S:1:pos:R:3 method="wB97M-V/def2-TZVPD" multiplicity=1 total_charge=+2 gap_ev=6.9458 e_above_lowest_ev=0.951
Pd -0.69 0.52 0.97
C -0.65 -2.24 4.22
C 0.51 -2.98 3.97
C 1.32 -2.65 2.90
C 0.95 -1.59 2.08
N -0.18 -0.91 2.31
C -0.97 -1.21 3.36
C 1.70 -1.06 0.94
C 2.98 -1.46 0.58
C 3.65 -0.80 -0.45
C 3.05 0.27 -1.10
C 1.76 0.68 -0.76
C 1.13 0.00 0.24
H -1.30 -2.47 5.05
H 0.78 -3.80 4.62
H 2.22 -3.20 2.71
H -1.86 -0.62 3.49
H 3.47 -2.27 1.10
H 4.64 -1.12 -0.73
H 3.58 0.80 -1.88
H 1.32 1.52 -1.28
N -1.44 1.97 -0.32
C -0.97 1.99 -1.68
C -0.48 3.17 -2.22
C 0.04 3.16 -3.50
C 0.07 1.98 -4.23
C -0.43 0.81 -3.68
C -0.95 0.79 -2.38
C -1.46 -0.46 -1.77
C -2.05 -1.42 -2.60
C -2.51 -2.63 -2.11
C -2.43 -2.89 -0.76
C -1.91 -1.94 0.11
C -1.39 -0.78 -0.41
H -2.45 1.79 -0.32
H -1.30 2.88 0.12
H -0.50 4.09 -1.64
H 0.43 4.07 -3.93
H 0.48 1.97 -5.23
H -0.38 -0.11 -4.24
H -2.16 -1.18 -3.65
H -2.94 -3.35 -2.79
H -2.80 -3.83 -0.36
H -1.86 -2.19 1.16
Cl 1.03 3.63 1.27
C 0.48 3.42 2.93
Cl -0.96 2.34 3.02
H 0.17 4.38 3.34
H 1.26 2.96 3.52

# 6
11
Properties=species:S:1:pos:R:3 method="wB97M-V/def2-TZVPD" multiplicity=1 gap_ev=10.7004 e_above_lowest_ev=5.821
O -0.65 1.21 -1.34
C -0.93 0.85 -0.13
C 0.29 0.18 0.29
C -0.12 -1.02 1.04
O -1.24 -0.85 0.19
C 0.97 0.43 -0.95
O 1.69 1.20 -0.23
H -1.72 1.31 0.45
H 0.45 -1.94 0.85
H -0.32 -0.88 2.11
H 1.25 -0.05 -1.88

Q: Which max |F| values were calculated for the entries above? A: 12.638, 1.485, 4.724, 1.434, 0.513, 0.394, in eV/A.